A cluster of 9 separate species, C46H43Cl4N7O14 in total at a distorted geometry. Source: OMol25; level of theory: ωB97M-V with the def2-TZVPD basis set.

Properties
SMILES: O=[N+]([O-])c1ccccc1.O=[N+]([O-])c1ccccc1.O=[N+]([O-])c1ccccc1.O=[N+]([O-])c1ccccc1.O=[N+]([O-])c1ccccc1.O=[N+]([O-])c1ccccc1.O=[N+]([O-])c1ccccc1.ClCCCl.ClCCCl
max |F|: 3.6 eV/A
HOMO level: -9.74 eV
orbital gap: 9.113 eV
energy above the lowest of the compared OMol25 structures with the same formula, charge and spin: 425.9 kJ/mol

Each line ends with the Löwdin charge.
Element x y z (Å)
O  -8.8384  -9.8387  1.5703  0.049
N  -7.8927  -10.2838  0.8978  -0.324
O  -7.8985  -11.3457  0.2772  0.066
C  -6.6884  -9.3681  0.7704  -0.102
C  -6.6426  -8.2438  1.5988  -0.005
C  -5.4439  -7.5215  1.7079  -0.057
C  -4.4484  -7.8211  0.8159  -0.105
C  -4.4762  -8.8263  -0.1027  -0.082
C  -5.6006  -9.6294  -0.1491  0.007
H  -7.4434  -8.0618  2.3002  0.113
H  -5.3619  -6.7099  2.4156  0.111
H  -3.5853  -7.1720  0.8151  0.110
H  -3.7761  -8.8999  -0.9218  0.112
H  -5.7856  -10.4696  -0.8020  0.108
O  3.5791  9.6778  -1.4663  0.101
N  2.7280  9.4106  -0.6554  -0.374
O  2.9236  9.1727  0.5283  0.085
C  1.3275  9.4128  -1.0984  -0.140
C  0.5473  8.2425  -0.9232  0.001
C  -0.7718  8.2535  -1.2968  -0.079
C  -1.3103  9.4439  -1.6982  -0.092
C  -0.5607  10.5916  -1.8779  -0.072
C  0.7778  10.6156  -1.5239  -0.005
H  0.9933  7.3317  -0.5518  0.122
H  -1.4010  7.3859  -1.1630  0.113
H  -2.3783  9.5788  -1.7850  0.108
H  -1.0034  11.4853  -2.2924  0.108
H  1.3430  11.5352  -1.4886  0.124
O  2.6699  -4.8146  -2.0072  0.063
N  3.5184  -4.5922  -1.1350  -0.329
O  3.3544  -4.2284  0.0297  0.070
C  4.9322  -4.7563  -1.5977  -0.124
C  5.9796  -4.5013  -0.6932  -0.011
C  7.3193  -4.3455  -1.0952  -0.055
C  7.6241  -4.5116  -2.4693  -0.070
C  6.6196  -4.8420  -3.3990  -0.060
C  5.2764  -4.9164  -2.9590  -0.003
H  5.7815  -4.2038  0.3260  0.110
H  8.1392  -4.0583  -0.4536  0.102
H  8.6579  -4.4543  -2.7764  0.098
H  6.8512  -5.0257  -4.4377  0.100
H  4.5415  -5.1222  -3.7231  0.108
O  -3.9517  -3.7616  -5.8303  0.053
N  -5.0411  -4.3001  -5.6110  -0.331
O  -5.6078  -4.2528  -4.5294  0.075
C  -5.7596  -4.8815  -6.7716  -0.160
C  -6.9757  -5.4507  -6.6069  -0.004
C  -7.6811  -5.8569  -7.7731  -0.046
C  -7.0695  -5.6446  -9.0212  -0.067
C  -5.7738  -5.1039  -9.1455  -0.059
C  -5.1471  -4.6742  -8.0037  -0.012
H  -7.3900  -5.5756  -5.6174  0.120
H  -8.6127  -6.3743  -7.5974  0.103
H  -7.7770  -5.8994  -9.7964  0.101
H  -5.4300  -5.0142  -10.1654  0.107
H  -4.1391  -4.2984  -8.0993  0.119
O  2.9308  7.9572  7.2054  0.102
N  2.1078  7.7835  6.3650  -0.345
O  1.9168  6.6770  5.8036  0.049
C  1.2687  8.9151  5.9069  -0.131
C  -0.0331  8.7886  5.4544  -0.017
C  -0.8669  9.8478  5.1524  -0.087
C  -0.4304  11.0939  5.3678  -0.099
C  0.8320  11.3100  5.9110  -0.048
C  1.7101  10.2228  6.1840  0.019
H  -0.4344  7.7999  5.2880  0.118
H  -1.8667  9.5428  4.8808  0.114
H  -1.0596  11.9640  5.2522  0.110
H  1.0573  12.3364  6.1602  0.102
H  2.6563  10.3040  6.6984  0.111
O  3.2438  0.5039  -4.9348  0.083
N  4.2201  0.0007  -5.4239  -0.394
O  5.2118  -0.2284  -4.8087  0.092
C  4.1597  -0.5147  -6.8042  -0.117
C  5.3830  -0.6814  -7.5551  0.023
C  5.3099  -1.1086  -8.9103  -0.076
C  4.0802  -1.4387  -9.4357  -0.073
C  2.8947  -1.3005  -8.6541  -0.063
C  2.8954  -0.7725  -7.3716  -0.007
H  6.3288  -0.3668  -7.1392  0.108
H  6.2313  -1.2008  -9.4662  0.103
H  4.0239  -1.7519  -10.4677  0.102
H  1.9275  -1.4854  -9.0976  0.101
H  1.9859  -0.5740  -6.8240  0.118
O  -4.2765  -1.9031  9.1178  0.062
N  -3.4988  -1.7525  10.0695  -0.328
O  -3.8062  -1.9622  11.2410  0.065
C  -2.1319  -1.1934  9.8315  -0.142
C  -1.2206  -1.0562  10.9136  0.011
C  0.0708  -0.5233  10.6796  -0.076
C  0.4276  -0.1162  9.4289  -0.107
C  -0.4536  -0.1753  8.3482  -0.028
C  -1.8111  -0.6447  8.6146  0.010
H  -1.3850  -1.5091  11.8802  0.110
H  0.7681  -0.5731  11.5028  0.106
H  1.4559  0.1267  9.2052  0.106
H  0.0066  0.0742  7.4035  0.101
H  -2.4842  -0.7505  7.7766  0.110
Cl  6.7381  3.2787  1.1627  0.536
C  5.3869  2.3973  1.9740  -0.636
C  5.9252  1.7283  3.1716  -0.708
Cl  5.0833  0.2605  3.7308  0.539
H  4.9614  1.7486  1.2083  0.071
H  4.6760  3.1857  2.2213  0.072
H  6.0153  2.4145  4.0137  0.078
H  6.9436  1.4291  2.9236  0.048
Cl  -3.4582  -0.7461  1.6101  0.539
C  -2.1688  -0.5580  0.4177  -0.669
C  -0.9441  0.2618  0.9233  -0.656
Cl  -1.3723  1.8862  1.5113  0.517
H  -2.5344  -0.0624  -0.4817  0.068
H  -1.8023  -1.5411  0.1221  0.070
H  -0.2406  0.4296  0.1078  0.064
H  -0.3761  -0.2631  1.6914  0.067